w.
Molecular formula: C3H3NO2
Method: DFT, ωB97M-V/def2-TZVPD

```
! RIJCOSX wB97M-V def2-TZVPD def2/J DEFGRID3
* xyz 0 1
C 1.54 -0.66 0.25
O 1.21 -0.59 -0.91
C -0.77 0.83 -1.54
O -1.22 0.43 -2.51
C -1.36 0.46 1.02
N -2.51 0.57 1.00
H -0.30 0.35 1.07
H 1.15 -1.46 0.91
H 2.24 0.07 0.70
*
```

Values from the calculation:
HOMO: -11.04 eV
frontier orbital gap: 10.9 eV

---

x.
Molecular formula: C3H3NO2
Method: DFT, ωB97M-V/def2-TZVPD

```
! RIJCOSX wB97M-V def2-TZVPD def2/J DEFGRID3
* xyz 0 1
N -0.96 -1.34 -1.70
C -0.58 -1.12 -0.62
C -0.13 -0.34 0.56
O 1.13 -0.63 1.04
C -0.13 1.01 -0.18
O 0.92 1.46 -0.55
H -0.87 -0.41 1.37
H 1.73 -0.05 0.55
H -1.12 1.40 -0.47
*
```

Values from the calculation:
structure (SMILES): N#C[C@@H](O)C=O
HOMO: -11.16 eV
frontier orbital gap: 11.2 eV

---

Which of them is most stable? Easy: x.

---

w.
Molecular formula: C3H3NO2
Method: DFT, ωB97M-V/def2-TZVPD

```
! RIJCOSX wB97M-V def2-TZVPD def2/J DEFGRID3
* xyz 0 1
N -2.51 -1.85 0.08
C -1.85 -0.93 -0.12
C -1.06 0.12 -0.17
C -0.42 1.25 -0.14
O -1.66 1.60 0.16
H 0.57 1.72 -0.50
O 2.48 -0.33 0.11
H 2.94 -0.92 0.61
H 1.51 -0.65 -0.02
*
```

Values from the calculation:
structure (SMILES): N#CC1=CO1.O
HOMO: -9.30 eV
frontier orbital gap: 8.9 eV

---

x.
Molecular formula: C3H3NO2
Method: DFT, ωB97M-V/def2-TZVPD

```
! RIJCOSX wB97M-V def2-TZVPD def2/J DEFGRID3
* xyz 0 1
O -0.84 0.20 1.71
C -0.91 -0.17 0.46
C -0.10 -1.32 0.07
O 0.79 -1.44 -0.76
C 1.07 1.33 -1.30
N 0.40 1.43 -0.37
H -1.52 0.89 1.84
H -0.60 -2.22 0.50
H 1.71 1.30 -2.15
*
```

Values from the calculation:
HOMO: -8.50 eV
frontier orbital gap: 8.9 eV

---

Which of them is most stable? Easy: x.

---

w.
Molecular formula: H14O7
Method: DFT, ωB97M-V/def2-TZVPD

```
! RIJCOSX wB97M-V def2-TZVPD def2/J DEFGRID3
* xyz 0 1
O 0.87 -1.47 -0.76
H 0.41 -2.01 -0.02
H 0.42 -0.67 -0.89
O 0.23 2.59 -0.24
H 0.12 2.44 -1.24
H -0.49 3.14 0.03
O 0.03 0.47 -2.86
H -0.69 1.11 -2.82
H 0.10 0.17 -3.69
O 1.46 1.38 1.49
H 1.36 2.32 1.40
H 0.74 1.20 0.95
O -1.00 -3.74 4.07
H -1.38 -3.12 3.42
H -1.17 -4.63 3.72
O -1.99 -3.32 1.32
H -1.84 -2.96 0.38
H -2.35 -4.16 1.20
O 1.61 3.74 -2.20
H 1.89 3.00 -1.70
H 1.64 4.51 -1.52
*
```

Values from the calculation:
structure (SMILES): O.O.O.O.O.O.O
HOMO: -10.73 eV
frontier orbital gap: 10.7 eV

---

x.
Molecular formula: H14O7
Method: DFT, ωB97M-V/def2-TZVPD

```
! RIJCOSX wB97M-V def2-TZVPD def2/J DEFGRID3
* xyz 0 1
O 0.53 -2.76 0.10
H 0.62 -1.83 0.13
H 0.12 -2.96 0.97
O -0.98 -0.98 -2.28
H -1.63 -1.31 -1.73
H -0.21 -0.96 -1.68
O 0.99 1.40 -2.50
H 1.28 1.93 -3.22
H 1.56 0.59 -2.48
O 0.63 -0.20 -0.18
H 0.35 0.09 0.68
H 0.75 0.59 -0.68
O 0.36 3.81 -1.19
H 0.67 3.05 -1.69
H -0.38 3.57 -0.65
O -0.70 0.46 2.27
H -0.33 0.41 3.17
H -1.18 1.25 2.15
O -0.72 -2.28 2.62
H -1.00 -1.36 2.66
H -0.74 -2.49 3.54
*
```

Values from the calculation:
structure (SMILES): O.O.O.O.O.O.O
HOMO: -10.10 eV
frontier orbital gap: 9.8 eV

---

Which of them is most stable? Easy: x.

---

w.
Molecular formula: H14O7
Method: DFT, ωB97M-V/def2-TZVPD

```
! RIJCOSX wB97M-V def2-TZVPD def2/J DEFGRID3
* xyz 0 1
O 1.24 0.72 1.74
H 1.90 0.09 1.41
H 0.50 0.16 2.00
O 1.42 0.14 -0.79
H 1.65 0.14 -1.72
H 1.34 -0.79 -0.56
O -1.66 -0.18 0.02
H -1.51 -0.41 0.94
H -0.94 0.43 -0.19
O 0.20 3.39 -0.68
H -0.08 2.57 -0.25
H -0.24 3.37 -1.53
O 4.04 -1.00 -0.11
H 3.18 -0.58 -0.21
H 4.01 -1.39 0.77
O -4.01 0.29 0.14
H -3.64 -0.36 0.75
H -4.21 1.05 0.70
O -1.18 -3.19 -0.54
H -1.58 -3.20 0.33
H -0.77 -2.32 -0.61
*
```

Values from the calculation:
structure (SMILES): O.O.O.O.O.O.O
HOMO: -10.81 eV
frontier orbital gap: 10.4 eV

---

x.
Molecular formula: H14O7
Method: DFT, ωB97M-V/def2-TZVPD

```
! RIJCOSX wB97M-V def2-TZVPD def2/J DEFGRID3
* xyz 0 1
O -0.28 0.25 0.25
H 0.11 -0.33 -0.41
H 0.42 0.38 0.89
O 0.59 2.18 1.23
H 1.49 2.09 1.55
H 0.07 2.28 2.02
O -1.78 -0.07 1.85
H -1.22 0.27 1.16
H -2.06 0.71 2.34
O -2.24 0.43 -1.07
H -2.35 -0.08 -1.88
H -1.29 0.48 -0.95
O 2.22 -0.66 0.57
H 2.81 -1.06 1.20
H 2.52 0.24 0.48
O -0.90 -1.55 -2.07
H -1.23 -1.25 -2.91
H -0.31 -0.86 -1.78
O 0.86 -0.87 -0.81
H 1.49 -1.09 -0.13
H 1.07 -1.47 -1.53
*
```

Values from the calculation:
HOMO: -8.94 eV
frontier orbital gap: 8.3 eV

---

Which of them is most stable? Easy: w.

---

w.
Molecular formula: H14O7
Method: DFT, ωB97M-V/def2-TZVPD

```
! RIJCOSX wB97M-V def2-TZVPD def2/J DEFGRID3
* xyz 0 1
O -0.61 0.37 -2.61
H -0.71 1.08 -1.95
H -0.73 0.86 -3.40
O 0.64 -2.68 1.69
H 0.32 -2.23 0.92
H 1.48 -2.18 1.56
O 0.59 -0.92 -0.41
H 0.46 -0.82 -1.36
H 1.03 -0.09 -0.21
O 1.66 1.83 2.84
H 1.44 1.77 1.92
H 1.17 2.47 3.40
O -2.74 -1.22 -1.84
H -1.97 -0.77 -2.24
H -2.39 -1.67 -1.08
O -1.79 -0.26 0.71
H -1.80 0.08 1.65
H -0.93 -0.27 0.40
O 1.58 1.33 0.31
H 2.39 1.44 -0.22
H 0.93 1.88 -0.10
*
```

Values from the calculation:
structure (SMILES): O.O.O.O.O.O.O
HOMO: -10.41 eV
frontier orbital gap: 9.7 eV

---

x.
Molecular formula: H14O7
Method: DFT, ωB97M-V/def2-TZVPD

```
! RIJCOSX wB97M-V def2-TZVPD def2/J DEFGRID3
* xyz 0 1
O -1.90 -0.91 -0.18
H -2.41 -0.59 -0.93
H -2.23 -0.45 0.60
O -1.22 1.73 4.65
H -0.94 2.61 4.92
H -0.67 1.13 5.18
O -1.14 1.17 1.50
H -1.13 1.03 2.46
H -0.42 1.79 1.30
O 2.63 -4.18 -3.27
H 1.91 -4.50 -2.70
H 2.48 -4.48 -4.17
O 1.03 2.26 -0.15
H 1.78 2.82 0.08
H 1.35 1.34 -0.25
O -0.82 0.55 -2.71
H -0.40 0.99 -1.95
H -0.09 0.28 -3.28
O 0.98 -0.55 -0.35
H 1.14 -1.42 -0.74
H 0.07 -0.61 -0.01
*
```

Values from the calculation:
structure (SMILES): O.O.O.O.O.O.O
HOMO: -10.79 eV
frontier orbital gap: 11.3 eV

---

y.
Molecular formula: H14O7
Method: DFT, ωB97M-V/def2-TZVPD

```
! RIJCOSX wB97M-V def2-TZVPD def2/J DEFGRID3
* xyz 0 1
O -22.92 -5.04 -8.92
H -23.58 -4.35 -9.04
H -23.17 -5.74 -9.53
O -24.59 -8.86 -6.42
H -23.80 -9.17 -6.88
H -25.25 -9.55 -6.57
O -24.18 -10.01 -3.82
H -24.40 -9.36 -4.50
H -24.37 -9.58 -2.97
O -22.75 -3.91 -4.77
H -23.58 -3.49 -4.52
H -22.99 -4.82 -5.01
O -20.06 -5.93 -6.10
H -20.19 -4.98 -6.06
H -20.90 -6.29 -5.77
O -20.60 -3.55 -7.89
H -21.00 -2.83 -8.38
H -20.95 -4.35 -8.30
O -23.22 -6.30 -6.27
H -23.81 -7.06 -6.35
H -22.98 -6.03 -7.17
*
```

Values from the calculation:
structure (SMILES): O.O.O.O.O.O.O
HOMO: -10.51 eV
frontier orbital gap: 10.4 eV

---

z.
Molecular formula: H14O7
Method: DFT, ωB97M-V/def2-TZVPD

```
! RIJCOSX wB97M-V def2-TZVPD def2/J DEFGRID3
* xyz 0 1
O -0.14 -0.26 -1.79
H 0.32 -1.02 -1.36
H -0.04 0.44 -1.15
O -0.92 -1.01 1.68
H -1.37 -1.60 2.27
H -1.53 -1.14 0.94
O -1.30 1.75 0.22
H -1.12 1.01 0.82
H -1.94 2.34 0.59
O 1.61 -2.05 -0.72
H 2.43 -2.23 -1.21
H 1.86 -1.59 0.13
O -2.48 -0.91 -0.57
H -1.63 -0.85 -1.13
H -2.84 -0.02 -0.70
O 1.45 1.92 -0.48
H 0.53 2.07 -0.22
H 1.89 2.69 -0.77
O 2.03 -0.11 1.25
H 2.09 0.64 0.66
H 1.09 -0.08 1.53
*
```

Values from the calculation:
structure (SMILES): O.O.O.O.O.O.O
HOMO: -10.89 eV
frontier orbital gap: 11.1 eV

---

Which of them is most stable? Easy: z.